Below is a single C5H6IN3O2 molecule, with properties calculated with ωB97M-V with the def2-TZVPD basis set.

```
17
Properties=species:S:1:pos:R:3:lowdin_charge:R:1
C 1.90 0.13 -0.44 -0.169
C 0.73 0.04 -1.34 -0.624
C 1.80 -0.18 0.86 -0.131
C -0.63 0.02 -0.63 -0.243
C -0.44 -0.54 0.74 -0.177
N 0.61 -0.61 1.41 0.112
N -1.86 -1.20 1.59 0.079
N -1.13 1.42 -0.43 -0.379
O -2.31 1.60 -0.61 0.108
O -0.32 2.24 -0.08 0.114
I 0.94 -1.78 -2.57 0.822
H 2.84 0.40 -0.88 0.107
H 0.75 0.85 -2.07 0.090
H 2.62 -0.12 1.56 0.111
H -1.41 -0.52 -1.18 0.133
H -2.55 -0.46 1.52 0.022
H -1.52 -1.28 2.54 0.027
```

Results
SMILES string ... NC1=NC=C[C@@H](I)[C@@H]1[N+](=O)[O-]
Calculated total energy ... -21943.5564 eV
Highest occupied orbital energy ... -9.4 eV

---

Below is a single C5H8O molecule, with properties calculated with ωB97M-V with the def2-TZVPD basis set.

```
14
Properties=species:S:1:pos:R:3:lowdin_charge:R:1
O 0.81 -1.18 1.21 -0.042
C 0.75 -0.73 -0.15 -0.376
C -0.72 -0.84 -0.55 -0.140
C -1.25 0.47 0.02 -0.184
C -0.14 1.45 -0.23 -0.103
C 1.02 0.77 -0.23 -0.062
H 1.66 -0.95 1.58 0.091
H 1.41 -1.35 -0.76 0.135
H -0.78 -0.88 -1.65 0.121
H -1.19 -1.73 -0.15 0.117
H -2.30 0.73 -0.14 0.115
H -0.91 0.53 1.07 0.123
H -0.33 2.50 -0.03 0.108
H 1.98 1.22 0.01 0.098
```

Results
SMILES string ... O[C@@H]1C=CCC1
Calculated total energy ... -7360.6512 eV
Highest occupied orbital energy ... -9.1 eV

---

Below is a molecular structure, C28H32N5O4PTl, with properties calculated with ωB97M-V with the def2-TZVPD basis set.

```
71
Properties=species:S:1:pos:R:3:lowdin_charge:R:1
Tl 1.54 0.77 -0.56 0.795
N 1.95 1.60 -3.02 -0.044
C 2.44 0.62 -3.96 -0.259
C 1.46 -0.57 -3.96 -0.218
N 1.36 -1.17 -2.65 -0.114
C 2.07 -2.41 -2.42 -0.234
C 3.42 -2.20 -1.72 -0.284
N 3.20 -1.79 -0.35 -0.054
H 2.66 2.24 -2.68 0.041
H 1.17 2.13 -3.40 0.081
H 2.54 1.00 -4.99 0.107
H 3.42 0.28 -3.62 0.104
H 0.48 -0.19 -4.26 0.117
H 1.79 -1.31 -4.71 0.107
H 0.40 -1.22 -2.34 0.057
H 1.46 -3.05 -1.77 0.099
H 2.24 -2.95 -3.37 0.107
H 4.01 -3.13 -1.81 0.103
H 3.96 -1.40 -2.22 0.099
H 2.73 -2.52 0.18 0.059
H 4.05 -1.53 0.11 0.069
C -3.23 -5.21 1.10 -0.106
C -3.15 -4.28 2.11 -0.088
C -2.37 -3.15 1.97 -0.080
C -1.64 -2.94 0.81 -0.381
C -1.72 -3.89 -0.21 -0.119
C -2.52 -5.00 -0.08 -0.098
P -0.54 -1.51 0.47 1.055
C -0.62 -0.66 2.12 -0.490
C -1.76 0.18 2.44 -0.066
C -2.16 0.39 3.70 -0.096
C -1.64 -0.39 4.79 -0.109
C -0.71 -1.33 4.59 -0.080
C -0.02 -1.45 3.32 -0.246
C -1.67 -0.47 -0.53 -0.464
C -3.03 -0.77 -0.62 -0.117
C -3.85 0.02 -1.40 -0.116
C -3.30 1.10 -2.07 -0.127
C -1.94 1.38 -1.95 -0.183
C -1.05 0.61 -1.19 -0.261
H -3.84 -6.09 1.22 0.093
H -3.71 -4.42 3.03 0.100
H -2.34 -2.42 2.77 0.091
H -1.16 -3.72 -1.13 0.095
H -2.59 -5.72 -0.88 0.096
H -2.29 0.63 1.61 0.103
H -2.97 1.07 3.92 0.096
H -2.12 -0.27 5.76 0.093
H -0.47 -2.06 5.36 0.101
H 0.41 -2.43 3.11 0.132
H -3.45 -1.61 -0.09 0.095
H -4.90 -0.19 -1.49 0.091
H -3.93 1.73 -2.69 0.089
H -1.56 2.24 -2.50 0.073
O 3.00 6.46 1.64 0.081
C 1.70 6.41 1.54 -0.545
O 0.96 7.26 2.02 0.046
C 1.11 5.24 0.82 -0.056
C -0.24 4.96 0.77 -0.014
N -0.38 3.84 0.05 0.019
N 0.79 3.36 -0.36 0.015
C 1.72 4.19 0.09 -0.140
C 3.18 3.86 -0.19 -0.604
O 4.04 4.59 0.36 0.009
O 3.42 2.90 -0.93 -0.108
H 3.48 5.66 1.12 0.056
H -1.06 5.48 1.21 0.125
H -1.23 3.33 -0.19 0.137
C 0.70 -0.28 2.74 -0.117
H 0.72 0.63 3.32 0.126
H 1.59 -0.48 2.17 0.053
```

Results
Calculated total energy ... -59179.0341 eV
Total charge ... -1
Highest occupied orbital energy ... -3.9 eV

---

Below is a single C4H5NO molecule, with properties calculated with ωB97M-V with the def2-TZVPD basis set.

```
11
Properties=species:S:1:pos:R:3:lowdin_charge:R:1
O 2.62 -0.64 0.63 0.014
C 1.53 -0.83 -0.16 -0.208
C 0.28 -0.62 0.15 -0.012
C -1.02 -0.49 0.15 -0.099
C -1.58 0.85 -0.03 -0.266
N -0.84 1.86 -0.26 0.087
H 3.42 -0.62 0.09 0.103
H 1.34 -1.70 -0.80 0.135
H -1.66 -1.33 0.36 0.102
H -2.66 0.91 0.16 0.102
H -1.40 2.71 -0.29 0.043
```

Results
SMILES string ... [H]/N=C/C=C=CO
Calculated total energy ... -7763.0653 eV
Highest occupied orbital energy ... -8.7 eV

---

Below is a molecular structure, C41H48BFeN9O4S3, with properties calculated with ωB97M-V with the def2-TZVPD basis set.

```
107
Properties=species:S:1:pos:R:3:mulliken_spin:R:1
Fe 0.50 -0.31 -1.52 4.161
C 2.89 -2.61 2.31 0.003
C 1.77 -1.71 2.72 0.010
C 1.12 -1.86 3.91 0.007
C 0.06 -1.00 4.25 -0.003
N -0.27 0.00 3.48 0.008
N 0.38 0.17 2.31 0.016
B -0.12 1.45 1.57 -0.027
N 1.08 2.26 1.05 0.026
N 1.77 2.57 2.16 0.001
C 2.83 3.33 2.06 0.001
C 3.22 3.84 0.81 0.011
C 2.55 3.50 -0.33 -0.028
C 2.97 4.00 -1.67 0.005
C 1.44 2.62 -0.19 0.026
S 0.58 2.07 -1.58 0.167
C 3.59 3.64 3.34 -0.001
C 2.95 2.94 4.53 -0.001
C 3.57 5.16 3.56 0.000
C 5.04 3.16 3.16 0.000
N -0.99 2.32 2.53 0.000
N -0.75 3.04 3.61 -0.001
C -1.79 3.60 4.18 0.000
C -3.10 3.40 3.67 0.000
C -3.35 2.64 2.56 0.000
C -4.69 2.37 1.96 0.000
C -2.18 2.10 1.99 0.002
S -1.81 1.13 0.60 0.001
C -1.48 4.51 5.37 0.000
C -0.73 3.71 6.44 0.000
C -2.75 5.09 5.98 0.000
C -0.59 5.65 4.86 0.000
C 1.34 -0.66 1.87 0.017
S 2.08 -0.48 0.32 0.118
C -0.73 -1.18 5.54 0.000
C -1.83 -0.14 5.65 0.000
C 0.24 -1.04 6.72 0.000
C -1.35 -2.59 5.53 0.000
H 3.05 -3.38 3.06 0.000
H 3.81 -2.05 2.16 -0.001
H 2.66 -3.10 1.36 -0.002
H 1.39 -2.67 4.57 0.001
H 4.09 4.49 0.74 0.001
H 3.89 4.58 -1.60 0.000
H 2.19 4.62 -2.12 -0.003
H 3.13 3.16 -2.35 -0.001
H 1.91 3.23 4.65 0.001
H 3.50 3.21 5.44 0.000
H 2.99 1.85 4.42 0.000
H 2.55 5.53 3.65 0.000
H 4.06 5.70 2.75 0.000
H 4.10 5.40 4.48 0.000
H 5.07 2.08 3.01 0.000
H 5.61 3.38 4.07 0.000
H 5.54 3.64 2.33 0.000
H -3.94 3.87 4.18 0.000
H -5.46 2.93 2.47 0.000
H -4.92 1.31 2.02 0.000
H -4.69 2.64 0.90 0.000
H -1.37 2.93 6.86 0.000
H -0.44 4.38 7.25 0.000
H 0.17 3.24 6.03 0.000
H -3.43 4.31 6.34 0.000
H -3.29 5.74 5.29 0.000
H -2.48 5.70 6.85 0.000
H 0.32 5.26 4.42 0.000
H -0.33 6.30 5.69 0.000
H -1.11 6.25 4.11 0.000
H -1.42 0.87 5.66 0.000
H -2.38 -0.30 6.58 0.000
H -2.54 -0.21 4.83 0.000
H 0.71 -0.05 6.72 0.000
H 1.02 -1.80 6.71 0.000
H -0.31 -1.16 7.66 0.000
H -2.03 -2.71 4.70 0.000
H -1.91 -2.74 6.46 0.000
H -0.59 -3.37 5.48 0.000
O -2.92 -6.09 0.40 0.001
C -3.36 -5.25 -0.40 0.000
O -4.42 -5.16 -1.02 0.002
C -2.41 -4.04 -0.61 0.004
C -1.33 -3.84 0.25 -0.001
C -0.51 -2.76 0.08 0.040
N -0.69 -1.86 -0.91 0.029
C -1.73 -2.06 -1.76 0.013
C -2.60 -3.11 -1.63 0.003
C -1.84 -1.02 -2.86 0.028
O -2.63 -1.09 -3.76 0.036
O -0.95 -0.04 -2.72 0.225
H -1.17 -4.58 1.03 0.002
H 0.35 -2.59 0.72 -0.011
H -3.44 -3.23 -2.31 0.001
N 2.21 -1.41 -5.09 0.012
C 1.82 -0.52 -4.17 0.019
N 1.74 -1.06 -2.97 0.087
C 2.09 -2.41 -3.12 -0.005
C 2.15 -3.45 -2.20 -0.006
C 2.49 -4.70 -2.67 0.001
C 2.77 -4.91 -4.03 0.000
C 2.73 -3.89 -4.95 0.001
C 2.38 -2.64 -4.46 -0.014
H 2.32 -1.21 -6.07 0.001
H 1.58 0.50 -4.40 0.003
H 1.93 -3.29 -1.15 0.011
H 2.52 -5.53 -1.99 0.000
H 3.03 -5.91 -4.36 0.000
H 2.95 -4.06 -6.00 0.000
```

Results
Calculated total energy ... -132465.0006 eV
2S+1 ... 6
Total charge ... +1
Highest occupied orbital energy (alpha / beta) ... -9.3 / -9.3 eV

---

Below is a molecular structure, C23H23Br4KN7O3S, with properties calculated with ωB97M-V with the def2-TZVPD basis set.

```
62
Properties=species:S:1:pos:R:3:lowdin_charge:R:1
K -0.58 0.52 0.52 0.794
C 1.72 -2.98 -3.42 -0.026
C 1.33 -1.97 -2.38 -0.275
N 0.95 -0.78 -2.64 0.114
N 0.99 -0.43 -3.96 -0.044
C 0.35 0.68 -4.42 -0.929
N 0.71 0.98 -5.70 0.057
S -0.77 1.54 -3.57 0.631
C 1.47 -2.34 -0.93 -0.262
C 0.90 -3.51 -0.45 -0.043
C 1.13 -3.86 0.87 -0.067
C 1.94 -3.05 1.65 -0.078
C 2.47 -1.90 1.07 -0.120
N 2.23 -1.54 -0.19 0.141
H 1.00 -3.00 -4.25 0.082
H 1.78 -3.97 -2.99 0.075
H 2.71 -2.74 -3.83 0.090
H 1.54 -0.98 -4.60 0.115
H 1.63 0.72 -6.03 0.089
H 0.37 1.87 -6.02 0.074
H 0.26 -4.11 -1.08 0.113
H 0.67 -4.75 1.30 0.106
H 2.13 -3.26 2.69 0.058
H 3.07 -1.22 1.66 0.118
O -2.21 -0.57 2.50 -0.105
C -2.27 -1.93 2.16 -0.212
C -2.75 -2.13 0.73 -0.243
C -3.94 -2.80 0.45 -0.025
C -4.34 -2.95 -0.86 -0.080
C -3.56 -2.40 -1.87 -0.071
C -2.39 -1.75 -1.51 -0.135
N -1.98 -1.62 -0.24 0.068
H -1.24 -0.34 2.54 0.010
H -2.95 -2.46 2.83 0.112
H -1.27 -2.38 2.25 0.119
H -4.54 -3.19 1.27 0.106
H -5.27 -3.46 -1.10 0.099
H -3.85 -2.47 -2.91 0.096
H -1.76 -1.27 -2.26 0.083
Br 3.43 4.00 5.32 0.637
C 2.43 2.64 4.44 -0.783
C 2.45 1.35 4.91 -0.784
Br 3.47 0.88 6.45 0.632
C 1.72 0.37 4.21 -0.618
Br 1.66 -1.44 4.83 0.725
C 0.99 0.62 3.03 -0.418
O 0.37 -0.33 2.37 -0.332
C 0.94 2.00 2.55 -0.439
O 0.24 2.31 1.52 -0.314
C 1.68 2.95 3.29 -0.625
Br 1.61 4.73 2.63 0.709
C -1.54 4.72 0.78 -0.052
N -2.28 4.17 -0.36 -0.194
C -2.79 5.06 -1.40 -0.056
C -2.56 2.87 -0.41 -0.302
N -2.76 1.73 -0.48 0.122
H -0.81 5.44 0.41 0.078
H -0.99 3.92 1.28 0.039
H -2.21 5.22 1.48 0.088
H -1.99 5.73 -1.71 0.084
H -3.63 5.66 -1.04 0.082
H -3.11 4.47 -2.26 0.086
```

Results
Calculated total energy ... -348129.0061 eV
Total charge ... -1
Highest occupied orbital energy ... -3.4 eV